No. 1
{"formula": "C27H54N8O8", "method": "the ωB97M-V functional and the def2-TZVPD basis", "species": ["C", "N", "C", "C", "O", "C", "O", "C", "C", "C", "N", "C", "C", "H", "H", "H", "H", "H", "H", "H", "H", "H", "H", "H", "H", "C", "O", "N", "C", "C", "H", "H", "H", "H", "H", "H", "H", "C", "O", "N", "C", "C", "H", "H", "H", "H", "H", "H", "H", "C", "O", "N", "C", "C", "H", "H", "H", "H", "H", "H", "H", "C", "O", "N", "C", "C", "H", "H", "H", "H", "H", "H", "H", "C", "O", "N", "C", "C", "H", "H", "H", "H", "H", "H", "H", "C", "O", "N", "C", "C", "H", "H", "H", "H", "H", "H", "H"], "coordinates": [[2.624, -0.777, 0.850], [2.954, 0.658, 0.456], [2.102, 1.153, -0.690], [0.525, 1.331, -0.189], [0.423, 2.239, 0.984], [-0.987, 2.740, 1.118], [-1.270, 3.999, 1.495], [-2.148, 1.627, 0.736], [-3.024, 1.597, -0.657], [-4.136, 0.483, -1.071], [-4.427, -0.656, -0.155], [-3.677, -0.667, 1.133], [-2.542, 0.338, 1.729], [2.315, -1.324, -0.166], [3.554, -1.262, 1.373], [1.640, -0.835, 1.522], [3.933, 0.592, 0.047], [2.052, 0.360, -1.575], [2.423, 2.206, -1.119], [-0.057, 1.759, -1.140], [0.155, 0.229, 0.040], [-2.816, 2.463, -1.447], [-4.666, 0.563, -2.116], [-3.922, -1.599, 1.842], [-2.010, 0.183, 2.779], [-2.905, -2.453, 5.488], [-2.376, -1.833, 4.575], [-4.136, -3.071, 5.426], [-4.694, -3.788, 6.554], [-4.897, -3.003, 4.196], [-2.413, -2.567, 6.467], [-4.862, -4.829, 6.264], [-5.645, -3.325, 6.832], [-4.017, -3.759, 7.413], [-4.309, -3.449, 3.389], [-5.088, -1.953, 3.954], [-5.846, -3.536, 4.299], [-1.174, 2.917, -3.947], [-0.287, 2.104, -3.719], [-0.982, 4.252, -4.229], [-2.088, 5.151, -4.488], [0.367, 4.776, -4.267], [-2.237, 2.625, -3.944], [-1.973, 5.572, -5.491], [-2.072, 5.954, -3.747], [-3.045, 4.625, -4.428], [0.938, 4.235, -5.028], [0.839, 4.615, -3.292], [0.361, 5.844, -4.501], [5.371, 0.057, -2.229], [5.300, 1.191, -1.772], [6.435, -0.804, -2.072], [6.441, -2.133, -2.646], [7.586, -0.368, -1.307], [4.551, -0.374, -2.826], [6.544, -2.866, -1.841], [7.289, -2.218, -3.332], [5.515, -2.329, -3.194], [7.264, -0.117, -0.292], [8.005, 0.528, -1.776], [8.345, -1.154, -1.270], [-3.608, 6.166, -7.447], [-2.478, 6.337, -7.009], [-3.929, 5.951, -8.771], [-5.295, 5.757, -9.210], [-2.867, 5.916, -9.755], [-4.490, 6.173, -6.785], [-5.378, 4.776, -9.685], [-5.548, 6.539, -9.931], [-5.990, 5.808, -8.367], [-2.165, 5.118, -9.493], [-2.335, 6.872, -9.738], [-3.272, 5.738, -10.754], [4.943, -4.214, 0.577], [5.034, -3.001, 0.722], [3.833, -4.881, 0.105], [3.805, -6.322, -0.037], [2.657, -4.120, -0.260], [5.779, -4.887, 0.825], [3.618, -6.570, -1.085], [3.000, -6.723, 0.586], [4.754, -6.767, 0.274], [2.923, -3.409, -1.048], [2.308, -3.562, 0.614], [1.862, -4.782, -0.614], [-1.073, -3.981, 8.841], [-2.297, -3.957, 8.815], [-0.261, -2.937, 9.231], [1.183, -3.045, 9.233], [-0.870, -1.692, 9.650], [-0.508, -4.879, 8.542], [1.548, -2.877, 10.250], [1.595, -2.285, 8.564], [1.504, -4.034, 8.895], [-1.523, -1.885, 10.507], [-1.475, -1.297, 8.829], [-0.105, -0.962, 9.928]], "lowdin_charge": [-0.15, -0.14, -0.21, -0.18, -0.08, -0.22, -0.01, -0.04, 0.00, -0.10, -0.04, -0.10, 0.04, 0.07, 0.08, 0.10, 0.08, 0.12, 0.14, 0.12, 0.12, 0.09, 0.10, 0.09, 0.10, -0.31, -0.01, -0.20, -0.06, -0.06, 0.12, 0.09, 0.09, 0.06, 0.09, 0.09, 0.09, -0.34, -0.02, -0.20, -0.07, -0.04, 0.12, 0.04, 0.09, 0.09, 0.09, 0.09, 0.09, -0.32, 0.00, -0.20, -0.07, -0.05, 0.13, 0.08, 0.09, 0.08, 0.10, 0.09, 0.09, -0.30, -0.02, -0.20, -0.06, -0.05, 0.14, 0.09, 0.09, 0.09, 0.10, 0.09, 0.09, -0.32, -0.01, -0.20, -0.07, -0.05, 0.13, 0.09, 0.09, 0.08, 0.08, 0.08, 0.09, -0.32, -0.01, -0.21, -0.06, -0.04, 0.13, 0.09, 0.09, 0.09, 0.09, 0.09, 0.09], "orbital_gap_ev": 8.25, "lumo_energy_ev": 0.06, "e_above_lowest_kj_mol": 876.4, "homo_ev": -8.19}

No. 2
{"formula": "C27H54O11", "method": "the ωB97M-V functional and the def2-TZVPD basis", "species": ["O", "C", "O", "C", "C", "C", "H", "H", "H", "H", "H", "H", "H", "H", "O", "C", "O", "C", "C", "C", "H", "H", "H", "H", "H", "H", "H", "H", "O", "C", "O", "C", "C", "C", "H", "H", "H", "H", "H", "H", "H", "H", "C", "C", "O", "C", "H", "H", "H", "H", "H", "H", "C", "C", "O", "C", "H", "H", "H", "H", "H", "H", "C", "C", "O", "C", "H", "H", "H", "H", "H", "H", "C", "C", "O", "C", "H", "H", "H", "H", "H", "H", "C", "C", "O", "C", "H", "H", "H", "H", "H", "H"], "coordinates": [[-2.501, 0.900, 0.911], [-1.396, 1.400, 1.247], [-0.229, 0.906, 0.802], [-0.130, -0.394, 0.098], [1.323, -0.970, 0.161], [-1.205, 2.613, 1.914], [-0.307, -0.409, -1.017], [-0.891, -1.126, 0.474], [1.534, -0.995, 1.134], [1.977, -0.189, -0.276], [1.122, -1.823, -0.386], [-0.244, 2.650, 2.499], [-2.045, 3.089, 2.466], [-1.251, 3.575, 1.148], [-1.259, 5.448, -2.802], [-1.644, 4.842, -1.742], [-1.153, 5.319, -0.448], [-0.478, 6.530, -0.464], [-0.451, 6.998, 0.942], [-2.456, 3.653, -1.684], [-0.799, 7.355, -0.992], [0.656, 6.164, -0.667], [-1.557, 7.280, 1.317], [-0.178, 7.885, 1.040], [0.050, 6.276, 1.667], [-1.956, 2.737, -1.789], [-3.411, 3.694, -2.185], [-2.929, 3.482, -0.816], [1.476, 0.083, -3.238], [1.314, 1.257, -3.049], [0.314, 1.867, -3.727], [-0.518, 1.206, -4.637], [-1.342, 2.300, -5.344], [2.071, 2.238, -2.078], [-1.157, 0.459, -4.104], [0.146, 0.639, -5.394], [-2.178, 2.029, -6.117], [-0.715, 2.877, -6.138], [-1.584, 3.100, -4.788], [1.684, 3.136, -2.480], [3.162, 2.223, -2.001], [1.643, 2.139, -1.147], [2.069, 0.978, 3.769], [3.082, -0.122, 3.579], [2.862, -1.305, 4.131], [4.262, 0.123, 2.861], [2.553, 1.805, 4.181], [1.320, 0.813, 4.397], [1.483, 1.359, 2.904], [4.986, -0.816, 3.037], [4.602, 1.135, 3.179], [3.948, 0.579, 1.814], [1.985, -4.390, -2.075], [1.960, -4.374, -3.548], [1.691, -5.477, -4.284], [2.164, -3.047, -4.243], [1.796, -3.494, -1.579], [3.018, -4.661, -2.037], [1.485, -5.283, -1.663], [1.619, -2.296, -3.724], [1.952, -2.847, -5.402], [3.191, -2.910, -4.418], [0.384, -3.504, 2.261], [0.030, -4.418, 3.490], [-0.839, -4.066, 4.263], [0.906, -5.641, 3.762], [-0.241, -3.637, 1.273], [1.410, -3.711, 1.892], [0.388, -2.589, 2.469], [2.031, -5.455, 3.488], [0.731, -6.480, 3.381], [0.807, -5.704, 4.710], [-3.136, 0.333, 5.487], [-1.646, -0.126, 5.567], [-0.855, 0.270, 6.580], [-1.044, -0.739, 4.397], [-3.468, -0.686, 5.349], [-3.445, 1.101, 4.866], [-3.706, 0.617, 6.401], [-0.619, -0.175, 3.614], [-1.546, -1.504, 3.778], [-0.148, -1.324, 4.777], [-2.321, -1.858, -3.099], [-1.799, -3.083, -2.663], [-1.142, -3.069, -1.566], [-2.098, -4.316, -3.421], [-1.951, -0.974, -2.405], [-3.462, -1.946, -2.837], [-1.956, -1.598, -4.036], [-1.418, -4.292, -4.265], [-3.050, -4.475, -3.671], [-1.336, -5.163, -3.031]], "lowdin_charge": [0.05, -0.58, -0.03, -0.16, -0.02, -0.01, 0.10, 0.12, 0.01, 0.09, 0.03, 0.09, 0.11, 0.15, 0.05, -0.34, -0.08, -0.29, -0.08, 0.02, 0.10, 0.18, 0.14, -0.03, 0.11, 0.09, 0.11, 0.04, 0.09, -0.47, -0.05, -0.23, -0.06, 0.06, 0.10, 0.15, 0.11, 0.10, 0.00, 0.06, 0.10, 0.04, -0.01, -0.47, -0.02, -0.06, 0.07, 0.01, 0.08, 0.15, 0.10, 0.14, -0.02, -0.39, -0.07, -0.03, 0.04, 0.09, 0.11, 0.04, 0.14, 0.06, 0.00, -0.39, 0.07, 0.02, 0.13, 0.08, -0.05, 0.14, 0.00, 0.01, -0.01, -0.35, -0.04, -0.06, 0.08, 0.05, 0.09, 0.05, 0.09, 0.11, -0.04, -0.51, 0.00, 0.00, 0.12, 0.16, 0.06, 0.09, 0.04, 0.15], "orbital_gap_ev": 9.67, "lumo_energy_ev": 0.27, "e_above_lowest_kj_mol": 946.0, "homo_ev": -9.40}

What is the formula in the second record? C27H54O11